# 1
Computed, not measured: 2 unconnected molecules or ions with the total composition C2H9N4O, with wB97M-V/def2-TZVPD.

Last column: Löwdin charge in e.
Element x y z (Å)
O1 -1.03 1.31 0.72  0.01
N1 -0.47 -0.65 1.81  0.15
N2 -2.68 -0.04 1.47  0.17
N3 1.23 0.86 -0.65  0.18
N4 2.08 -0.57 -2.28  0.18
C1 -1.36 0.28 1.29  -0.61
C2 1.10 0.14 -1.72  -0.17
H1 -2.87 -1.04 1.50  0.11
H2 0.48 -0.29 1.80  0.09
H3 0.20 0.20 -2.31  0.17
H4 0.35 1.14 -0.10  0.08
H5 2.98 -0.61 -1.82  0.13
H6 1.77 -1.28 -2.93  0.13
H7 2.17 1.06 -0.33  0.14
H8 -0.68 -0.91 2.77  0.12
H9 -3.28 0.38 0.77  0.12

Summary:
- HOMO energy (eV) = -14.3
- HOMO-LUMO gap (eV) = 10.816
- charge = +1

# 2
Computed, not measured: a gas-phase ion, C7H14N2 (charge +2), with wB97M-V/def2-TZVPD.

Last column: Löwdin charge in e.
Element x y z (Å)
N1 -0.39 1.44 0.19  -0.08
N2 0.12 -1.62 -0.16  0.11
C1 0.30 -3.32 1.49  0.00
C2 0.67 -2.06 0.95  0.01
C3 0.65 1.57 -2.00  0.00
C4 0.46 -0.58 -0.98  -0.02
C5 0.28 0.72 -0.85  -0.23
C6 0.26 2.15 1.01  0.21
C7 -1.85 1.66 0.02  0.08
H1 -0.16 2.72 1.92  0.18
H2 1.40 -1.54 1.43  0.14
H3 0.02 2.40 -2.24  0.09
H4 -0.53 -2.24 -0.67  0.21
H5 0.23 -3.45 2.50  0.08
H6 -0.75 -3.57 1.14  0.14
H7 -2.40 0.81 0.41  0.13
H8 0.86 -1.03 -1.84  0.15
H9 -2.19 2.39 0.68  0.09
H10 0.88 1.08 -2.97  0.12
H11 -1.97 2.16 -0.87  0.10
H12 1.12 -4.12 1.49  0.18
H13 1.36 2.24 1.09  0.15
H14 1.62 2.20 -1.72  0.16

Summary:
- HOMO energy (eV) = -18.4
- HOMO-LUMO gap (eV) = 9.985
- SMILES = C=[N+](C)/C(C)=C\[NH+]=C\C
- charge = +2

# 3
Computed, not measured: a molecular structure, C18H32MoNO5P2S, with wB97M-V/def2-TZVPD.

Last column: Löwdin charge in e.
Element x y z (Å)
Mo1 0.26 0.06 -0.03  1.18
S1 -0.96 -0.24 3.14  0.71
P1 2.23 0.57 0.99  0.76
P2 -1.79 0.17 -1.05  0.77
O1 0.05 -1.39 3.25  -0.37
O2 -0.47 0.28 -4.73  -0.10
O3 0.74 -1.74 -3.35  -0.12
O4 -0.71 0.71 1.70  -0.60
O5 -0.41 0.69 4.24  -0.38
N1 0.24 2.18 -0.45  -0.07
C1 2.65 -0.10 2.65  -0.22
C2 3.82 0.48 0.06  -0.24
C3 -0.75 -4.03 1.18  -0.06
C4 -2.41 -1.11 -2.21  -0.21
C5 0.26 -4.83 0.63  -0.05
C6 0.32 4.89 -1.10  -0.01
C7 -0.62 2.67 -1.39  -0.28
C8 1.12 3.01 0.19  -0.29
C9 1.30 -2.81 -0.26  -0.14
C10 -0.73 -2.64 1.02  -0.15
C11 1.29 -4.21 -0.09  -0.07
C12 -1.53 1.69 -2.09  -0.25
C13 -0.60 4.04 -1.72  0.00
C14 0.28 -1.98 0.28  -0.37
C15 -2.65 -0.68 3.65  -0.12
C16 1.19 4.37 -0.14  0.00
C17 -3.25 0.56 0.01  -0.23
C18 1.96 2.40 1.29  -0.24
H1 4.04 -0.59 -0.14  0.05
H2 1.37 2.43 2.22  0.11
H3 1.91 5.01 0.38  0.13
H4 2.10 -4.81 -0.53  0.11
H5 -3.11 -1.39 2.94  0.06
H6 -3.00 1.42 0.65  0.05
H7 3.68 0.99 -0.90  0.05
H8 0.88 -1.14 -2.56  -0.04
H9 -2.47 2.18 -2.41  0.11
H10 -1.52 -2.04 1.48  0.05
H11 1.78 0.03 3.31  0.01
H12 2.89 2.97 1.45  0.11
H13 -1.59 -1.36 -2.90  0.02
H14 2.11 -2.36 -0.85  0.08
H15 -3.29 -0.77 -2.77  0.07
H16 3.55 0.38 3.09  0.07
H17 -1.29 4.41 -2.48  0.13
H18 -0.10 -0.56 -4.34  0.00
H19 0.35 5.96 -1.36  0.13
H20 -2.61 -1.14 4.66  0.10
H21 0.34 0.77 -4.97  0.06
H22 0.46 -2.58 -2.95  0.06
H23 -3.26 0.24 3.71  0.09
H24 2.84 -1.18 2.54  0.06
H25 -1.56 -4.50 1.76  0.12
H26 -1.03 1.30 -3.01  0.07
H27 -4.15 0.78 -0.60  0.06
H28 1.06 -0.16 -1.52  -0.03
H29 4.66 0.93 0.62  0.06
H30 -2.66 -2.00 -1.61  0.06
H31 0.25 -5.92 0.76  0.12
H32 -3.45 -0.31 0.66  0.04

Summary:
- HOMO energy (spin up / spin down) (eV) = -11.5 / -11.8
- HOMO-LUMO gap (spin up / spin down) (eV) = 6.347 / 7.098
- charge = +1
- spin multiplicity = 3
- expectation value of S² = 2.013

# 4
Computed, not measured: a molecular structure, C50H45ClN11O2S2Zr, with wB97M-V/def2-TZVPD.

Last column: Löwdin charge in e.
Element x y z (Å)
Zr1 0.18 0.88 1.20  1.63
Cl1 2.44 6.39 -2.60  0.74
S1 1.05 -1.73 0.37  0.74
S2 0.37 -0.75 3.39  0.67
O1 -7.53 -2.69 -8.74  -0.05
O2 -0.71 2.51 0.45  -0.25
N1 3.15 -0.57 -1.04  0.01
N2 2.08 -2.14 -2.08  -0.09
N3 -4.40 -1.56 -3.22  0.20
N4 -1.14 1.75 3.14  -0.01
N5 2.93 0.46 1.07  0.07
N6 2.35 -0.82 5.08  0.04
N7 0.19 0.68 -1.13  -0.05
N8 -1.64 -0.38 0.66  -0.07
N9 -2.94 -0.75 -4.69  0.20
N10 1.16 2.57 2.28  -0.07
N11 2.68 -2.10 3.14  0.03
C1 -1.17 0.04 -3.01  -0.05
C2 1.03 2.56 3.70  -0.24
C3 -1.90 -0.45 -0.69  -0.15
C4 -8.74 -3.42 -8.54  -0.04
C5 -2.83 1.67 4.84  0.00
C6 -6.77 -2.41 -7.67  -0.27
C7 -0.27 2.17 4.12  -0.23
C8 2.12 -1.46 -0.93  -0.63
C9 3.48 -1.17 5.96  -0.19
C10 -3.09 -1.03 -1.16  -0.05
C11 1.52 5.28 -1.66  -0.66
C12 3.76 -0.74 -2.29  -0.01
C13 -2.39 -0.56 -3.45  -0.13
C14 -3.68 -1.56 1.10  0.01
C15 0.42 2.60 6.41  0.01
C16 -6.19 -2.44 -5.34  -0.01
C17 4.85 1.43 2.15  -0.02
C18 -4.76 -1.33 -6.92  -0.02
C19 3.69 0.25 0.00  -0.24
C20 3.92 -4.08 3.99  -0.06
C21 -0.51 3.99 -1.39  0.01
C22 1.12 -3.20 -2.40  0.01
C23 -1.93 1.96 5.83  0.05
C24 2.00 4.81 -0.47  -0.04
C25 1.67 2.92 5.99  -0.04
C26 -0.94 0.10 -1.62  -0.15
C27 -3.32 -1.07 -2.57  -0.17
C28 3.55 1.00 2.14  -0.14
C29 -7.06 -2.79 -6.37  0.01
C30 3.09 -1.72 -2.93  0.00
C31 1.26 3.86 0.27  -0.15
C32 4.62 -0.17 5.85  -0.06
C33 -2.50 -0.94 1.50  -0.14
C34 1.99 2.92 4.61  -0.01
C35 -3.99 -1.58 -0.23  0.07
C36 1.98 -1.28 3.89  -0.71
C37 5.57 1.34 0.96  0.00
C38 4.00 -2.71 3.33  -0.21
C39 1.60 3.60 1.65  -0.02
C40 0.25 4.88 -2.11  -0.05
C41 0.00 3.43 -0.22  -0.34
C42 -4.16 -1.36 -4.50  -0.22
C43 -0.58 2.24 5.48  -0.14
C44 4.99 0.72 -0.12  0.03
C45 0.89 1.21 -3.36  -0.01
C46 1.05 1.25 -1.97  -0.14
C47 -0.21 0.60 -3.88  0.04
C48 -5.04 -1.71 -5.60  -0.17
C49 -5.61 -1.67 -7.95  0.02
C50 -2.38 1.55 3.51  -0.10
H1 4.28 0.83 6.09  0.07
H2 -9.42 -2.88 -7.88  0.10
H3 5.42 -0.43 6.55  0.09
H4 2.43 3.22 6.70  0.12
H5 1.90 1.77 -1.53  0.12
H6 -2.55 -0.51 -5.58  0.15
H7 3.24 -2.14 -3.90  0.15
H8 2.21 -2.35 2.28  0.02
H9 -1.50 3.69 -1.72  0.14
H10 -5.41 -1.37 -8.97  0.13
H11 -8.52 -4.41 -8.13  0.10
H12 4.59 -0.16 -2.63  0.13
H13 -4.33 -2.00 1.84  0.13
H14 3.07 -1.18 6.97  0.13
H15 1.14 -3.36 -3.47  0.11
H16 -6.42 -2.74 -4.33  0.12
H17 -3.88 1.50 5.07  0.13
H18 -3.89 -0.74 -7.17  0.11
H19 -0.36 0.57 -4.95  0.13
H20 1.69 -0.17 5.47  0.11
H21 -9.19 -3.52 -9.52  0.10
H22 2.97 3.24 4.28  0.12
H23 2.94 5.18 -0.08  0.13
H24 2.13 4.38 2.20  0.16
H25 1.63 1.68 -3.99  0.13
H26 -2.22 -0.92 2.55  0.07
H27 3.34 -4.77 3.39  0.09
H28 0.16 2.64 7.46  0.13
H29 5.57 0.56 -1.02  0.12
H30 -3.08 1.28 2.73  0.12
H31 4.64 -2.02 3.87  0.09
H32 6.59 1.70 0.90  0.13
H33 5.29 1.84 3.05  0.12
H34 -0.14 5.31 -3.02  0.12
H35 -4.90 -2.03 -0.60  0.14
H36 0.13 -2.89 -2.08  0.08
H37 4.42 -2.80 2.33  0.13
H38 -7.95 -3.36 -6.14  0.11
H39 5.04 -0.17 4.84  0.06
H40 1.39 -4.12 -1.88  0.11
H41 4.92 -4.49 4.11  0.09
H42 2.94 1.07 3.04  0.07
H43 3.80 -2.19 5.76  0.09
H44 -2.24 2.01 6.86  0.14
H45 3.46 -4.03 4.98  0.08

Summary:
- HOMO energy (eV) = -13.2
- HOMO-LUMO gap (eV) = 5.321
- charge = +3

# 5
Computed, not measured: 2 unconnected molecules or ions with the total composition CH5O2, with wB97M-V/def2-TZVPD.

Last column: Löwdin charge in e.
Element x y z (Å)
O1 0.25 -0.11 0.95  -0.21
O2 -2.15 -0.09 0.20  -0.50
C1 1.07 0.27 -0.11  -0.28
H1 0.90 -0.38 -0.99  0.06
H2 0.96 1.29 -0.51  0.06
H3 2.14 0.13 0.14  0.05
H4 -0.68 -0.19 0.49  -0.03
H5 -2.48 -0.92 -0.17  -0.14

Summary:
- HOMO energy (eV) = -3.2
- HOMO-LUMO gap (eV) = 7.773
- charge = -1

# 6
Computed, not measured: a molecular structure, C35H31AuBr2Cl3N7O3S2, with wB97M-V/def2-TZVPD.

Last column: Löwdin charge in e.
Element x y z (Å)
Au1 -2.55 1.82 0.21  0.89
Br1 -5.09 4.25 -4.31  0.86
Br2 -8.98 5.15 -0.35  0.86
Cl1 1.97 2.40 -2.71  1.01
Cl2 5.48 1.70 1.54  0.77
Cl3 8.38 -2.72 2.35  0.74
S1 0.68 0.16 -4.48  1.07
S2 -2.35 -0.83 3.35  0.95
O1 3.95 0.63 -1.16  -0.15
O2 -3.78 2.63 -2.09  -0.06
O3 -3.56 -0.75 2.49  -0.52
N1 1.65 1.93 -0.99  -0.02
N2 2.22 3.49 -3.66  -0.28
N3 -4.52 2.44 0.57  -0.05
N4 0.90 -0.60 -0.17  0.10
N5 -0.94 3.11 -2.99  0.24
N6 -1.04 -0.34 1.10  -0.06
N7 -0.49 1.45 -0.20  -0.04
C1 -0.45 -3.63 1.14  0.00
C2 -5.68 4.01 -2.53  -0.58
C3 6.80 -0.61 1.85  -0.11
C4 4.69 -0.75 0.64  -0.19
C5 -6.56 3.65 0.07  -0.16
C6 2.34 -1.01 -0.08  -0.04
C7 -4.90 3.26 -1.68  -0.31
C8 -4.96 2.24 1.79  -0.11
C9 1.39 -1.39 -4.57  -0.36
C10 -7.33 4.40 -0.86  -0.61
C11 1.90 0.67 -3.40  -0.57
C12 -5.31 3.11 -0.33  -0.12
C13 4.11 -0.13 -2.33  -0.14
C14 0.06 -1.47 -0.59  0.08
C15 6.04 -2.74 1.02  -0.08
C16 1.03 -2.62 2.79  -0.02
C17 -0.03 2.59 -2.37  -0.24
C18 0.07 0.44 0.69  -0.24
C19 -6.89 4.59 -2.13  -0.15
C20 2.52 -1.48 -3.80  -0.12
C21 -1.38 -2.46 1.21  -0.14
C22 -6.20 2.71 2.25  -0.01
C23 -6.98 3.42 1.40  0.00
C24 0.30 -1.52 2.94  -0.06
C25 -0.98 -1.34 2.20  -0.49
C26 2.84 -0.28 -3.11  -0.28
C27 4.91 -2.12 0.50  -0.04
C28 1.60 -4.89 1.82  -0.03
C29 5.66 -0.01 1.32  -0.57
C30 -2.44 -2.37 4.26  -0.21
C31 6.98 -1.97 1.70  -0.66
C32 0.67 -3.71 1.86  -0.26
C33 3.51 -0.02 0.02  -0.29
C34 -1.26 -1.38 0.08  -0.14
C35 0.37 2.02 -1.01  -0.47
H1 2.49 -1.74 -0.87  0.12
H2 -2.12 -1.25 -0.58  0.16
H3 -4.31 1.68 2.45  0.09
H4 -1.52 -2.53 4.81  0.06
H5 1.94 -2.74 3.37  0.13
H6 0.71 0.81 1.49  0.17
H7 -3.27 -2.27 4.95  0.07
H8 -2.64 -3.20 3.58  0.07
H9 4.56 -1.11 -2.14  0.14
H10 0.38 -2.27 -1.25  0.17
H11 0.58 -0.75 3.66  0.13
H12 -6.50 2.50 3.27  0.12
H13 6.19 -3.80 0.90  0.11
H14 0.96 -2.13 -5.21  0.09
H15 -7.94 3.81 1.72  0.09
H16 7.53 -0.01 2.38  0.12
H17 2.76 4.29 -3.96  0.07
H18 -0.74 3.45 -3.93  0.12
H19 1.71 -5.32 2.81  0.10
H20 2.36 -1.55 0.86  0.12
H21 -3.34 3.12 -2.78  0.02
H22 -0.73 -4.46 0.49  0.13
H23 2.60 -4.58 1.50  0.08
H24 3.23 2.10 -2.40  0.09
H25 3.23 0.79 0.69  0.11
H26 1.24 -5.66 1.14  0.09
H27 -2.42 -2.77 1.30  0.15
H28 -7.47 5.17 -2.83  0.11
H29 4.20 -2.74 -0.02  0.11
H30 3.13 -2.37 -3.75  0.13
H31 4.84 0.43 -2.93  0.16

Summary:
- HOMO energy (eV) = -12.6
- HOMO-LUMO gap (eV) = 6.622
- charge = +2

# 7
Computed, not measured: a molecular structure, C18H27BN13O2Zn, with wB97M-V/def2-TZVPD.

Last column: Löwdin charge in e.
Element x y z (Å)
Zn1 -16.40 6.09 5.23  0.77
O1 -12.22 0.71 4.10  0.03
O2 -19.27 3.78 7.32  -0.20
N1 -18.36 4.80 5.61  -0.06
N2 -19.12 6.71 4.73  -0.04
N3 -13.71 7.70 5.71  0.04
N4 -20.60 5.77 6.18  0.12
N5 -15.04 4.90 6.77  0.03
N6 -16.54 7.39 6.87  0.00
N7 -17.95 6.66 3.79  0.02
N8 -11.52 7.29 7.76  0.05
N9 -14.74 7.52 4.80  -0.01
N10 -13.87 5.56 7.16  0.03
N11 -15.35 7.61 7.68  0.05
N12 -12.85 7.60 8.11  -0.01
N13 -18.38 3.82 6.51  -0.27
C1 -17.41 8.37 7.24  -0.14
C2 -14.75 3.62 6.69  -0.17
C3 -14.44 8.17 3.69  -0.17
C4 -13.21 8.81 3.84  -0.04
C5 -12.98 7.54 9.44  -0.11
C6 -16.90 9.20 8.27  -0.03
C7 -12.73 8.42 5.13  -0.03
C8 -13.43 3.37 7.03  -0.06
C9 -15.59 8.66 8.49  -0.07
C10 -13.65 2.44 1.33  -0.05
C11 -12.29 1.05 2.91  -0.20
C12 -12.51 2.46 2.41  -0.58
C13 -11.20 3.06 1.85  -0.05
C14 -10.91 7.13 8.92  -0.20
C15 -19.40 5.74 5.55  -0.52
C16 -12.87 4.65 7.23  -0.04
C17 -11.73 7.33 10.04  -0.05
C18 -12.90 3.27 3.63  -0.08
B1 -13.94 7.11 7.12  -0.64
H1 -11.50 4.11 1.61  0.09
H2 -11.78 8.58 5.61  0.11
H3 -13.78 3.44 0.87  0.08
H4 -9.82 6.88 8.93  0.12
H5 -18.37 8.48 6.71  0.10
H6 -13.50 1.77 0.48  0.08
H7 -18.04 5.79 3.23  0.09
H8 -12.02 3.57 4.24  0.09
H9 -15.51 2.91 6.34  0.11
H10 -10.86 2.63 0.90  0.08
H11 -19.69 7.49 4.50  0.12
H12 -13.34 4.24 3.21  0.10
H13 -13.96 7.68 9.92  0.12
H14 -12.91 2.45 7.07  0.09
H15 -17.98 7.49 3.19  0.10
H16 -20.73 5.11 6.97  0.09
H17 -17.45 9.99 8.74  0.08
H18 -21.08 6.67 6.24  0.09
H19 -12.42 0.25 2.14  0.13
H20 -13.63 2.80 4.35  0.08
H21 -11.47 7.20 11.08  0.09
H22 -11.81 4.93 7.37  0.12
H23 -15.10 8.17 2.80  0.11
H24 -14.64 2.19 1.76  0.09
H25 -14.80 9.05 9.10  0.10
H26 -12.68 9.41 3.13  0.08
H27 -10.35 3.14 2.51  0.08

Summary:
- HOMO energy (spin up / spin down) (eV) = -4.1 / -6.5
- HOMO-LUMO gap (spin up / spin down) (eV) = 3.631 / 5.942
- spin multiplicity = 2
- expectation value of S² = 0.775

# 8
Computed, not measured: 2 unconnected molecules or ions with the total composition H2N2O2S, with wB97M-V/def2-TZVPD.

Last column: Löwdin charge in e.
Element x y z (Å)
S1 -1.13 2.72 -0.84  0.62
O1 -1.76 3.80 -1.51  -0.24
O2 -1.08 2.68 0.58  -0.25
N1 -0.54 1.66 -1.69  -0.10
N2 0.59 -0.34 -0.19  0.12
H1 1.34 -0.19 0.44  -0.05
H2 0.27 0.44 -0.82  -0.10

Summary:
- HOMO energy (spin up / spin down) (eV) = -10.5 / -11.1
- HOMO-LUMO gap (spin up / spin down) (eV) = 9.662 / 7.485